Entry 1:
Here is a 11-piece molecular cluster, C25H72O11 overall in a non-equilibrium geometry from the OMol25 dataset. Energies are from the ωB97M-V functional and the def2-TZVPD basis.

Positions of all 108 atoms, in Å:
C: -1.18781 1.90197 -3.33394
C: -2.33286 1.09069 -2.70644
C: -3.31693 0.61958 -3.77834
O: -1.75399 -0.08706 -2.10347
H: -0.45441 2.11666 -2.55947
H: -1.59944 2.84093 -3.71678
H: -0.74533 1.36219 -4.17123
H: -2.79386 1.66695 -1.90780
H: -4.02410 -0.14286 -3.45758
H: -2.78678 0.29686 -4.67823
H: -3.94006 1.44786 -4.13870
H: -1.38794 -0.59071 -2.84184
C: 2.41920 0.72004 -2.68653
C: 3.03993 0.26358 -4.00298
C: 3.64389 -1.10807 -3.89324
O: 2.05847 0.20095 -5.03413
H: 1.92102 1.68812 -2.80782
H: 3.19865 0.96147 -1.95839
H: 1.72196 -0.01820 -2.29389
H: 3.83936 0.97227 -4.26224
H: 4.48985 -1.14896 -3.20522
H: 3.98619 -1.63696 -4.78637
H: 2.87467 -1.79702 -3.53049
H: 1.59189 1.04055 -5.09248
C: -3.55217 1.91899 1.06744
C: -2.43966 2.91663 0.96630
C: -2.84150 4.30451 1.48018
O: -1.33197 2.43812 1.75295
H: -3.86269 1.80237 2.11148
H: -3.33357 0.91800 0.70284
H: -4.41747 2.39103 0.59035
H: -2.05710 3.02767 -0.05698
H: -3.54265 4.77620 0.78746
H: -1.99665 4.96261 1.67259
H: -3.34423 4.19196 2.44606
H: -0.52911 2.93660 1.53116
C: 1.97692 3.56056 -0.62910
C: 1.35406 4.76271 0.06087
C: 0.27508 5.46037 -0.78353
O: 0.69569 4.37709 1.26848
H: 2.26207 3.85904 -1.64006
H: 1.28244 2.71699 -0.66802
H: 2.84490 3.19571 -0.07586
H: 2.14411 5.49254 0.27440
H: 0.09830 6.44004 -0.33754
H: -0.66702 4.91578 -0.72137
H: 0.57227 5.58308 -1.82461
H: 1.40597 4.15816 1.92654
C: -5.15737 -3.64543 -2.78622
C: -3.84431 -4.28006 -2.34341
C: -2.84088 -3.22410 -1.88094
O: -4.10523 -5.15264 -1.23637
H: -5.46300 -2.88684 -2.05927
H: -5.96453 -4.37782 -2.79717
H: -5.05021 -3.17245 -3.76077
H: -3.45659 -4.79452 -3.23012
H: -2.70335 -2.48497 -2.67797
H: -1.84148 -3.64301 -1.71867
H: -3.08404 -2.71692 -0.94958
H: -3.30146 -5.67661 -1.13460
C: 2.98793 -4.56028 -0.03561
C: 2.81461 -3.67950 -1.25986
C: 1.60608 -4.09026 -2.09564
O: 2.74762 -2.31447 -0.86850
H: 2.11585 -4.60135 0.62122
H: 3.84300 -4.24070 0.56396
H: 3.20613 -5.58858 -0.34205
H: 3.70974 -3.80830 -1.87386
H: 1.64008 -3.54855 -3.04204
H: 0.66208 -3.88914 -1.58664
H: 1.65682 -5.15780 -2.31633
H: 1.84478 -2.14109 -0.56970
C: 1.38266 3.04014 4.93987
C: 2.58628 2.86714 4.02613
C: 2.60091 1.50763 3.34622
O: 2.69602 3.91988 3.06595
H: 0.45116 3.00881 4.36482
H: 1.40729 3.96652 5.51313
H: 1.29269 2.18522 5.61253
H: 3.49038 2.86632 4.64900
H: 3.57126 1.31909 2.88324
H: 1.89126 1.41085 2.51370
H: 2.30789 0.68659 4.00029
H: 3.07485 4.67840 3.52173
C: -1.44460 0.38667 4.57797
O: -2.00453 1.67858 4.53384
H: -0.42488 0.35957 4.17505
H: -1.42267 -0.00620 5.59439
H: -1.98941 -0.37489 4.00071
H: -1.85087 1.97066 3.62189
C: 0.16754 -0.27115 0.73016
O: -0.03088 -1.47031 -0.02883
H: 0.95363 0.32770 0.25846
H: -0.76150 0.29202 0.76229
H: 0.49742 -0.54313 1.73170
H: -0.58428 -1.25134 -0.78498
C: -0.59560 -4.70521 2.01729
O: -0.75886 -4.12784 0.72987
H: -1.27259 -5.54682 2.13219
H: 0.43496 -5.00784 2.22856
H: -0.86989 -3.92784 2.74082
H: -0.37799 -3.23573 0.75224
C: 2.62339 -2.72090 3.47992
O: 1.78147 -2.07608 4.42049
H: 2.59206 -3.80718 3.56925
H: 2.41418 -2.40744 2.45561
H: 3.65936 -2.44146 3.67307
H: 1.03195 -2.64270 4.61715

Cartesian forces, eV/Å:
-0.960 0.324 0.349
0.764 -0.796 -0.924
-0.532 0.992 -0.290
0.039 0.109 0.212
0.170 0.037 -0.119
0.186 0.030 -0.015
0.125 -0.106 0.088
-0.157 -0.177 0.080
0.258 -0.155 0.256
0.129 -0.314 0.182
0.116 0.080 0.166
0.005 -0.057 0.066
0.357 0.559 -0.088
0.260 0.224 -0.042
-0.100 -1.422 0.340
-0.118 -0.059 -0.186
-0.226 -0.203 -0.255
0.013 -0.483 0.107
0.017 -0.011 0.087
-0.171 0.096 -0.201
-0.198 0.197 0.214
0.000 0.870 -0.499
0.076 0.179 0.368
0.118 0.040 0.094
-0.762 0.411 0.445
1.444 0.705 0.459
-0.524 -0.340 0.223
-0.260 -0.547 0.209
0.240 0.067 0.055
0.070 0.129 -0.396
-0.046 -0.523 -0.300
-0.286 -0.154 -0.140
0.057 0.099 0.035
0.198 -0.108 -0.364
-0.079 -0.041 -0.061
-0.100 0.390 -0.040
-0.046 0.039 0.124
-0.715 -0.081 -0.410
0.368 0.061 0.497
0.804 -0.160 0.493
0.175 -0.254 0.016
-0.186 0.166 -0.157
0.109 0.123 -0.093
-0.026 -0.037 0.111
-0.102 0.058 -0.164
0.047 -0.183 -0.125
0.009 0.003 0.020
-0.573 0.230 -0.321
-0.126 0.092 0.751
-0.209 0.835 0.534
0.796 0.043 -0.826
0.118 -0.328 -0.754
0.049 0.060 -0.069
0.120 -0.126 -0.259
-0.033 -0.028 -0.040
0.217 -0.386 0.299
-0.180 0.095 0.128
-0.141 -0.269 0.023
-0.490 -0.058 -0.067
-0.133 0.029 0.286
0.354 -0.586 0.207
-0.340 -0.268 0.435
0.343 0.068 -0.174
0.112 0.059 -0.214
-0.146 0.198 -0.186
-0.035 0.174 -0.064
-0.098 0.006 -0.016
0.047 0.296 -0.017
-0.213 -0.010 -0.017
0.046 0.002 0.108
-0.063 -0.004 -0.011
-0.180 0.083 0.040
-0.481 -0.263 -0.418
0.121 -0.902 0.975
-0.343 -0.067 -1.087
0.220 -0.074 -0.040
0.068 0.216 -0.082
0.068 -0.006 0.014
0.248 0.137 0.178
-0.020 0.274 -0.019
0.074 -0.111 0.247
-0.142 0.482 0.089
0.363 0.131 0.332
-0.113 0.080 -0.137
0.285 -0.771 -0.160
0.058 -0.303 -0.170
0.087 0.138 0.172
0.018 0.379 0.154
-0.284 0.298 -0.112
-0.060 0.320 -0.050
-0.003 -0.066 -0.481
0.402 -0.327 0.290
-0.049 0.120 0.077
0.106 0.139 0.234
-0.126 -0.065 0.022
-0.222 0.181 -0.078
-0.133 1.004 0.059
0.264 -0.383 0.020
0.027 -0.070 -0.106
0.001 -0.167 -0.133
-0.028 -0.332 0.350
-0.179 -0.029 -0.255
0.425 -0.047 -0.062
-0.005 0.124 0.086
-0.187 -0.057 -0.127
-0.224 -0.135 -0.089
-0.035 0.169 0.177
-0.008 0.005 -0.071

Orbital gap, eV: 10.2
DFT total energy, a.u.: -1823.2784
Multiplicity: 1
Relative energy (zero: lowest compared OMol25 entry of this formula, charge and spin), kJ/mol: 10.7

***

Entry 2:
Here is a 2-piece molecular cluster, C6H10O overall from the OMol25 dataset. Energies are from the ωB97M-V functional and the def2-TZVPD basis.

Positions of all 17 atoms, in Å:
C: -1.51670 1.44527 -0.02250
C: -0.62403 0.52455 0.33428
C: 0.85029 0.63672 0.42730
C: 1.57705 -0.51389 1.06528
C: 0.91977 -0.76538 -0.23935
C: -0.58517 -0.95887 -0.02193
O: -0.85751 -1.90483 0.98863
H: -1.26435 2.50353 -0.01954
H: -2.48802 1.16780 -0.42576
H: 1.38016 1.55158 0.17779
H: 1.22852 -1.02712 1.95570
H: 2.65557 -0.39071 0.99314
H: 1.44667 -1.04968 -1.14410
H: -1.15681 -1.17790 -0.93359
H: -1.70989 -1.68158 1.38049
H: -0.24564 0.99254 -2.17032
H: 0.39006 0.64795 -2.34552

Cartesian forces, eV/Å:
0.025 -0.097 0.151
-0.059 0.161 -0.112
0.035 0.334 -0.038
0.040 -0.072 0.166
0.158 -0.278 -0.186
0.044 0.105 -0.254
-0.232 -0.008 0.126
-0.069 -0.149 0.107
0.082 -0.003 0.224
-0.011 -0.215 -0.120
-0.043 0.175 -0.091
-0.172 -0.064 0.092
-0.048 0.068 0.227
0.146 0.012 0.109
0.077 -0.069 -0.041
0.074 0.000 -0.172
-0.047 0.099 -0.189

Orbital gap, eV: 9.8
DFT total energy, a.u.: -309.7248
Multiplicity: 1
Relative energy (zero: lowest compared OMol25 entry of this formula, charge and spin), kJ/mol: 308.6

***

Entry 3:
Here is one molecule with the formula C5H5NO from the OMol25 dataset. Energies are from the ωB97M-V functional and the def2-TZVPD basis.

Positions of all 12 atoms, in Å:
O: -2.05675 0.00327 -0.48491
C: -1.10962 -0.61056 0.35316
C: 0.32926 -0.25777 0.04140
C: 0.67510 1.11064 -0.04665
C: 0.86169 2.30633 -0.03359
C: 1.30711 -1.24770 -0.00936
N: 2.15087 -2.11664 0.04011
H: -1.90373 0.95776 -0.44358
H: -1.27054 -0.32583 1.40595
H: -1.26787 -1.68940 0.27502
H: 1.22787 -1.48387 -1.13651
H: 1.05662 3.35376 0.03896

Cartesian forces, eV/Å:
0.103 0.258 -0.046
0.137 -0.267 0.224
-0.354 0.762 0.485
0.021 0.168 0.086
-0.031 -0.326 0.010
0.372 -0.540 -0.569
0.061 0.070 0.492
-0.088 -0.127 -0.073
-0.097 -0.050 -0.117
0.083 0.133 -0.010
-0.182 0.097 -0.379
-0.025 -0.178 -0.103

Orbital gap (spin up / spin down), eV: 8.0 / 7.6
DFT total energy, a.u.: -323.2881
Multiplicity: 1
Relative energy (zero: lowest compared OMol25 entry of this formula, charge and spin), kJ/mol: 607.9

***

Entry 4:
Here is a 2-piece molecular cluster, C3H5NO2S overall in a non-equilibrium geometry from the OMol25 dataset. Energies are from the ωB97M-V functional and the def2-TZVPD basis.

Positions of all 12 atoms, in Å:
C: 1.42698 1.19174 0.38769
C: 0.81901 0.00750 -0.28294
C: -2.00077 0.02622 -0.52764
H: 2.28265 1.42472 -0.31989
H: 1.80226 0.85817 1.54688
H: 0.54329 1.98070 0.17706
H: -3.14186 0.42192 -0.97600
H: -0.21964 -2.64234 0.84510
N: 0.84216 -1.05675 0.38924
O: -1.87001 -0.33487 0.63648
O: 0.08565 -2.04219 -0.28774
S: -0.56973 0.16518 -1.58823

Cartesian forces, eV/Å:
-0.130 0.765 -0.428
-2.115 -0.236 1.101
-1.335 0.302 2.094
-0.597 0.497 1.378
-1.292 1.383 -3.515
2.410 -1.127 1.393
3.304 -1.200 0.780
1.111 2.231 -5.513
-0.137 -0.839 -1.766
-1.089 0.858 -2.347
-0.928 -3.317 6.706
0.799 0.682 0.116

Orbital gap, eV: 10.0
DFT total energy, a.u.: -720.5364
Multiplicity: 1
Relative energy (zero: lowest compared OMol25 entry of this formula, charge and spin), kJ/mol: 551.7